Version i
{
  "formula": "C5H12NO",
  "method": "wB97M-V/def2-TZVPD",
  "elements": ["C", "C", "C", "C", "N", "C", "O", "H", "H", "H", "H", "H", "H", "H", "H", "H", "H", "H", "H"],
  "positions_angstrom": [[-0.48, 0.01, 0.34], [0.92, 0.45, -0.08], [1.49, 1.38, 0.98], [1.80, -0.75, -0.44], [-1.19, -0.62, -0.75], [-2.66, -0.81, -0.47], [-3.38, -1.15, -1.52], [-1.08, 0.81, 0.79], [-0.37, -0.75, 1.12], [0.74, 1.13, -0.93], [2.40, 1.90, 0.67], [0.76, 2.16, 1.20], [1.70, 0.88, 1.94], [2.33, -0.56, -1.37], [1.16, -1.62, -0.58], [2.52, -0.93, 0.35], [-1.02, -0.10, -1.61], [-2.98, 0.16, 0.01], [-2.66, -1.56, 0.36]],
  "homo_lumo_gap_ev": 5.809,
  "lumo_ev": 3.61,
  "charge": -1
}

Version ii
{
  "formula": "C5H12NO",
  "method": "wB97M-V/def2-TZVPD",
  "elements": ["C", "O", "C", "C", "C", "C", "N", "H", "H", "H", "H", "H", "H", "H", "H", "H", "H", "H", "H"],
  "positions_angstrom": [[-1.77, -0.12, -2.02], [-1.84, 0.05, -3.34], [-0.27, -0.36, -1.45], [-0.27, -0.59, 0.05], [1.06, -0.23, 0.65], [1.49, 0.24, 4.06], [1.45, 1.02, 0.92], [-2.06, 0.82, -1.50], [-2.36, -1.02, -1.66], [0.23, 0.61, -1.61], [0.20, -1.15, -2.03], [-1.01, 0.01, 0.60], [-0.53, -1.65, 0.27], [1.86, -0.97, 0.51], [0.68, 0.62, 1.65], [1.59, -0.69, 3.52], [2.29, 0.21, 4.81], [1.65, 1.09, 3.39], [0.53, 0.38, 4.56]],
  "homo_lumo_gap_ev": 5.740,
  "lumo_ev": 3.26,
  "charge": -1
}

Stability, highest: version i

Version i
{
  "formula": "C5H12NO",
  "method": "wB97M-V/def2-TZVPD",
  "elements": ["C", "N", "C", "C", "C", "O", "C", "H", "H", "H", "H", "H", "H", "H", "H", "H", "H", "H", "H"],
  "positions_angstrom": [[1.27, 1.41, 1.26], [0.79, 0.84, 0.06], [-0.45, 0.09, 0.22], [-0.65, -1.16, -0.78], [0.68, -1.78, -1.14], [1.51, -0.90, -1.84], [-1.67, 0.93, 0.22], [1.66, 0.59, 1.94], [1.96, 2.28, 1.09], [0.46, 1.88, 1.90], [1.28, 0.44, -0.86], [-0.24, -0.55, 1.10], [-1.23, -0.81, -1.63], [-1.19, -1.86, -0.12], [0.63, -2.68, -1.76], [1.24, -2.18, -0.22], [-1.79, 1.28, -0.79], [-2.66, 0.38, 0.44], [-1.59, 1.80, 0.91]],
  "homo_lumo_gap_ev": 6.651,
  "lumo_ev": 4.11,
  "charge": -1
}

Version ii
{
  "formula": "C5H12NO",
  "method": "wB97M-V/def2-TZVPD",
  "elements": ["C", "C", "C", "C", "C", "O", "N", "H", "H", "H", "H", "H", "H", "H", "H", "H", "H", "H", "H"],
  "positions_angstrom": [[0.20, 0.79, -2.38], [0.41, 0.88, -0.85], [-0.94, 0.76, -0.15], [-0.67, 0.44, 1.37], [-0.77, -1.16, 1.53], [0.30, -1.81, 1.15], [1.50, 0.05, -0.43], [0.29, 1.78, -2.82], [0.85, -0.01, -2.83], [-1.00, 0.68, -2.66], [0.66, 2.05, -0.73], [-1.56, 1.68, -0.31], [-1.52, 0.02, -0.59], [-1.34, 0.86, 2.18], [0.35, 0.72, 1.49], [-0.84, -1.13, 2.69], [-1.64, -1.61, 1.16], [1.24, -0.94, 0.26], [2.29, -0.24, -1.08]],
  "homo_lumo_gap_ev": 6.946,
  "lumo_ev": 4.23,
  "charge": -1
}

Stability, highest: version i

Version i
{
  "formula": "C5H12NO",
  "method": "wB97M-V/def2-TZVPD",
  "elements": ["C", "C", "C", "C", "C", "O", "N", "H", "H", "H", "H", "H", "H", "H", "H", "H", "H", "H", "H"],
  "positions_angstrom": [[-0.91, 0.77, -2.90], [-1.15, 0.13, -1.66], [0.14, -0.02, -0.73], [-0.18, -0.19, 0.73], [0.80, -1.18, 1.34], [2.13, -0.79, 1.46], [-2.47, 0.01, -1.05], [0.10, 0.61, -3.32], [-1.74, 0.99, -3.56], [-0.91, 1.47, -1.77], [3.29, 0.44, 4.28], [0.70, -0.89, -1.23], [0.57, 1.01, -0.82], [-1.17, -0.72, 0.82], [-0.30, 0.72, 1.32], [0.44, -1.59, 2.34], [0.63, -2.07, 0.73], [2.68, 0.32, 4.67], [-2.63, 0.98, -0.66]],
  "homo_lumo_gap_ev": 5.269,
  "lumo_ev": 3.16,
  "charge": -1
}

Version ii
{
  "formula": "C5H12NO",
  "method": "wB97M-V/def2-TZVPD",
  "elements": ["C", "C", "N", "H", "H", "H", "H", "H", "C", "O", "C", "C", "H", "H", "H", "H", "H", "H", "H"],
  "positions_angstrom": [[-1.81, 2.11, 1.88], [-0.59, 1.93, 2.43], [0.47, 1.26, 1.90], [-2.13, 1.83, 0.90], [-2.54, 2.64, 2.50], [-0.39, 2.36, 3.42], [0.38, 0.88, 0.77], [1.35, 1.65, 2.22], [0.17, -1.02, -0.27], [0.32, 0.34, -0.41], [0.91, -1.82, -1.36], [0.51, -1.33, -2.75], [-0.90, -1.33, -0.30], [0.57, -1.37, 0.71], [0.63, -2.87, -1.22], [1.98, -1.71, -1.20], [1.05, -1.83, -3.56], [0.58, -0.24, -2.77], [-0.57, -1.48, -2.87]],
  "homo_lumo_gap_ev": 7.360,
  "lumo_ev": 4.27,
  "charge": -1
}

Stability, highest: version ii